Density functional theory data (ωB97M-V with the def2-TZVPD basis set) for a molecular structure, C32H46NO4SeV in a non-equilibrium geometry.

- charge = -1
- HOMO energy (spin up / spin down) (eV) = -4.192 / -4.302
- strongest force on any atom (eV/Å) = 1.4
- 2S+1 = 2
- expectation value of S² = 0.77

```
85
Properties=species:S:1:pos:R:3:forces:R:3
Se -0.140 -3.239 -1.194 0.20 0.24 -0.05
V 1.749 -1.333 -1.181 -0.47 -0.21 0.72
O 6.013 -0.274 -0.865 0.02 -0.11 -0.07
O 2.891 0.147 -0.636 -0.25 -0.27 0.18
O 0.423 -0.504 -1.978 -0.76 0.24 -0.35
O 3.075 -2.725 -0.574 0.22 0.17 -0.15
N 4.650 -1.801 -2.058 0.22 -0.06 -0.03
C 1.722 1.006 2.743 0.02 0.00 0.01
C 5.278 -1.005 -1.410 -0.13 0.11 0.03
C -1.421 -1.895 -1.606 -0.26 -0.02 -0.03
C 2.504 3.703 1.695 -0.02 0.05 0.00
C -0.868 -1.336 4.317 -0.02 -0.04 0.02
C -3.673 -1.051 -1.874 0.01 -0.02 0.00
C -1.309 1.884 -2.563 0.04 -0.09 0.06
C 3.359 -2.414 -1.947 -0.10 -0.06 0.47
C -5.193 -1.236 -1.870 0.05 0.02 0.01
C -1.827 2.278 -3.954 0.00 0.03 0.00
C 0.697 -0.998 1.928 -0.02 -0.12 -0.09
C 4.440 2.383 2.573 0.05 0.01 0.02
C 0.207 2.105 -2.556 0.05 0.07 -0.05
C -5.605 -2.626 -1.386 -0.03 -0.07 0.00
C -2.796 -2.089 -1.574 -0.01 -0.07 0.02
C -3.138 0.191 -2.199 0.10 0.04 -0.06
C 2.301 0.217 0.609 0.38 0.11 -0.63
C 2.473 1.207 1.578 -0.10 -0.03 0.13
C -0.943 -0.629 -1.952 1.37 0.01 0.01
C -5.726 -1.043 -3.296 -0.03 0.03 -0.04
C -1.906 2.833 -1.511 0.01 0.04 0.01
C 1.435 -0.858 0.772 0.07 0.09 0.10
C 0.843 -0.054 2.952 0.03 0.07 0.04
C 3.363 2.449 1.482 -0.03 -0.06 -0.02
C 0.070 -0.130 4.272 0.00 -0.02 -0.04
C 1.053 -0.246 5.445 0.01 0.00 0.01
C 3.236 -3.607 -2.852 0.01 0.02 -0.20
C 3.498 -3.875 0.132 -0.08 0.01 -0.18
C -1.764 0.452 -2.245 -0.50 -0.04 0.05
C 4.069 2.595 0.132 0.00 0.00 -0.02
C -0.778 1.136 4.456 -0.02 0.02 0.00
C -5.849 -0.202 -0.946 -0.04 0.01 0.03
H 0.513 -0.317 6.394 -0.01 0.00 0.01
H 1.713 0.621 5.496 0.01 0.00 0.00
H -3.815 1.005 -2.427 -0.03 0.01 0.01
H 2.274 -4.095 -2.707 0.00 0.01 0.04
H -1.404 -1.346 5.269 0.00 0.00 0.00
H 0.713 1.506 -3.312 -0.02 0.01 -0.01
H 3.281 -3.274 -3.890 0.04 -0.01 0.02
H -2.914 2.221 -4.021 -0.01 0.00 0.02
H 3.357 2.655 -0.691 -0.03 0.02 0.01
H 4.728 1.756 -0.080 0.02 -0.02 0.03
H 1.712 3.754 0.945 0.01 0.00 -0.02
H 4.051 -4.324 -2.695 -0.01 0.00 0.01
H 5.067 1.501 2.434 0.00 0.00 -0.01
H 2.033 3.720 2.679 0.01 -0.02 0.01
H -5.472 -0.296 0.074 0.01 -0.03 0.00
H 4.664 3.514 0.152 0.00 -0.01 -0.03
H -5.262 -1.756 -3.981 0.01 -0.01 0.01
H -1.605 -1.305 3.513 -0.01 0.03 0.00
H -1.342 1.088 5.392 0.00 0.00 0.01
H -1.588 3.858 -1.717 -0.01 0.00 0.01
H 4.004 2.333 3.573 -0.02 0.00 0.00
H -5.656 0.819 -1.277 0.01 0.00 -0.02
H 4.573 -4.005 -0.005 -0.01 -0.03 0.03
H 1.678 -1.134 5.335 -0.01 -0.01 -0.01
H -0.156 2.032 4.484 0.01 0.01 0.00
H -2.997 2.813 -1.505 -0.02 -0.02 -0.02
H -5.243 -3.412 -2.050 0.02 0.02 -0.02
H -1.409 1.622 -4.720 0.01 -0.01 0.01
H 1.828 1.739 3.537 0.00 0.00 0.00
H -5.226 -2.833 -0.384 -0.01 0.03 0.01
H -6.810 -1.188 -3.329 -0.01 0.00 0.02
H -1.485 1.248 3.632 0.00 -0.02 -0.01
H 3.270 -3.694 1.180 0.00 -0.02 0.00
H 5.081 3.269 2.527 0.00 0.01 0.00
H -6.695 -2.693 -1.356 0.00 0.00 0.00
H -1.526 3.304 -4.182 -0.01 0.01 -0.01
H -5.507 -0.039 -3.662 0.01 0.00 -0.01
H 3.122 4.601 1.602 0.01 0.00 0.00
H 2.957 -4.756 -0.221 0.04 -0.02 0.03
H 0.666 1.869 -1.597 -0.05 0.01 0.01
H 0.389 3.161 -2.776 0.03 0.01 0.00
H 0.004 -1.826 2.022 0.00 0.00 0.00
H -3.166 -3.068 -1.301 0.01 0.00 -0.01
H -6.933 -0.349 -0.927 -0.01 0.01 0.00
H -1.561 2.562 -0.511 0.02 -0.02 -0.01
H -0.320 -2.275 4.228 0.02 0.00 0.01
```
Positions in Å, forces in eV/Å.

---

Density functional theory data (ωB97M-V with the def2-TZVPD basis set) for a molecular structure, C32H47BBaN9OS in a non-equilibrium geometry.

- charge = -1
- HOMO energy (spin up / spin down) (eV) = -3.560 / -3.560
- strongest force on any atom (eV/Å) = 4.7
- energy above the lowest of the compared OMol25 structures with the same formula, charge and spin (kcal/mol) = 0.0

```
92
Properties=species:S:1:pos:R:3:forces:R:3
Ba 0.518 0.163 0.839 0.78 0.46 -0.08
S -0.772 -0.063 3.514 0.17 0.59 0.23
O 3.184 0.601 0.963 -0.97 0.16 -0.92
N 0.305 -2.519 0.265 -1.00 -0.79 -0.51
N 0.964 2.116 4.177 -3.55 -1.01 1.91
N -2.325 -0.943 0.033 0.27 -0.45 0.88
N -0.086 -0.232 -2.057 -0.91 0.64 -1.12
N -0.758 -2.898 -0.596 2.40 -1.39 0.50
N -1.049 1.814 5.327 0.31 0.46 0.82
N -2.307 0.418 -0.125 -2.33 0.20 1.61
N -1.150 -1.111 -2.278 -0.10 1.99 -1.23
N 1.727 1.891 3.112 2.16 1.61 -1.76
C 0.866 1.796 -3.189 1.22 -0.31 0.24
C 3.141 -4.849 0.783 1.10 1.21 -0.16
C -3.841 2.772 2.355 1.19 0.70 0.83
C -0.457 -4.134 -1.141 2.17 1.56 2.40
C 3.698 1.763 0.869 1.91 1.41 1.02
C 4.569 3.845 1.950 -0.43 -0.52 -0.05
C -1.045 0.243 -4.073 0.06 1.97 0.12
C 1.633 2.072 -1.861 -3.38 -1.26 0.21
C 4.585 2.169 -0.212 -0.67 -1.96 -0.26
C -3.704 -0.185 1.604 0.14 0.57 -0.20
C 5.393 4.148 0.880 0.02 0.14 0.25
C -1.207 -4.856 -2.154 -0.82 -0.09 -1.22
C 2.305 -3.678 1.337 0.25 -0.34 -1.59
C -3.442 -2.722 1.510 -0.45 -0.95 0.11
C 0.775 -4.546 -0.567 -1.32 -0.35 -0.95
C -4.984 2.509 0.192 -0.42 -0.58 -0.83
C -0.191 1.404 4.300 2.28 0.90 0.61
C -3.660 2.340 0.897 0.84 -0.59 -0.12
C -1.770 -0.752 -3.464 0.06 -1.13 -0.12
C 5.413 3.255 -0.191 0.21 1.08 -0.41
C 1.187 -3.529 0.300 -1.26 0.20 0.43
C 0.100 3.027 -3.624 -0.69 0.12 -0.21
C -3.224 0.879 0.809 1.05 -0.99 -0.53
C 2.816 2.681 3.067 -2.66 -3.02 2.50
C 3.688 2.729 1.979 1.39 0.42 -2.39
C -3.112 -1.342 1.102 -0.31 1.83 -1.20
C 3.195 -2.447 1.415 -0.24 0.64 0.70
C 1.767 -4.065 2.694 -0.21 1.87 1.16
C -2.565 3.164 0.235 0.85 1.27 -0.01
C -2.970 -1.409 -4.133 -0.22 0.11 0.60
C 1.967 1.451 -4.226 -0.85 1.11 -0.14
C -0.064 0.629 -3.108 -0.57 -1.96 1.03
B -1.785 -1.877 -1.106 -0.67 -0.37 -0.41
H -4.074 3.870 2.495 0.53 -0.96 -0.53
H -2.511 3.111 -0.861 0.06 -0.79 0.25
H 6.097 3.555 -1.008 -0.57 -0.72 0.19
H 3.491 -4.512 -0.195 -0.04 -0.32 -0.23
H 0.857 2.333 -1.072 0.90 0.19 -0.78
H -4.909 2.386 -0.909 -0.09 -0.44 0.65
H -1.549 3.003 0.688 -0.92 -0.10 -0.45
H 2.604 -5.774 0.673 -0.08 -0.34 0.24
H 2.547 0.653 -3.834 0.72 -0.71 0.18
H -1.801 1.149 5.494 0.51 0.36 0.10
H -1.519 -4.145 -2.965 -0.06 -0.86 0.67
H -0.699 2.359 6.160 -0.30 -0.94 -1.71
H -5.331 3.504 0.323 -0.32 1.18 0.25
H -2.757 4.230 0.364 -0.17 0.19 0.40
H -0.540 -5.609 -2.579 -0.04 0.10 -0.15
H -2.049 -5.425 -1.728 -0.05 0.49 -0.28
H 0.690 3.933 -3.576 0.53 0.11 -0.30
H 3.530 -2.039 0.475 -0.11 -0.11 -0.65
H 4.629 1.430 -1.031 0.08 0.48 0.29
H -5.753 1.863 0.656 0.36 0.03 -0.51
H -4.668 2.290 2.858 -0.19 -0.53 -0.02
H 2.276 2.876 -2.056 1.20 0.95 0.29
H 1.569 1.179 -5.197 -0.29 -0.25 -0.12
H 4.065 -4.966 1.352 -0.18 -0.28 0.36
H 2.650 -1.602 1.895 0.66 -0.58 0.09
H 5.987 5.063 0.791 -0.14 -0.35 0.47
H -2.783 -2.371 -4.600 0.41 -0.30 0.24
H 2.083 1.147 -1.522 0.70 0.10 -0.01
H -1.296 0.874 -4.981 0.23 -1.33 1.22
H -2.772 -2.463 -1.555 0.51 -0.03 0.12
H 1.431 -5.087 2.635 -0.64 -0.24 0.31
H 4.554 4.441 2.854 0.03 0.36 -0.10
H -3.434 -2.732 2.615 0.39 -0.36 -0.45
H 3.146 3.121 4.041 -0.65 0.30 -0.85
H 1.272 -5.506 -0.762 -0.48 0.72 0.00
H 4.129 -2.687 1.957 -0.55 0.25 0.20
H -2.895 2.515 2.908 -0.92 0.40 -0.23
H -0.747 3.255 -2.969 -0.09 -0.39 -0.06
H -3.865 -1.541 -3.500 0.55 0.17 -0.01
H -3.252 -0.774 -4.963 -0.12 0.32 -0.11
H 2.618 -4.014 3.412 -0.54 -0.16 -0.32
H 0.987 -3.296 3.072 1.01 -1.51 -0.61
H -4.499 -2.995 1.258 0.78 0.34 -0.12
H -4.349 -0.034 2.488 0.47 -0.48 -0.72
H 2.572 2.338 -4.405 0.35 0.03 0.16
H -2.786 -3.488 1.048 -0.25 0.47 0.58
H -0.273 2.858 -4.646 0.03 0.39 0.27
```
Positions in Å, forces in eV/Å.

---

Density functional theory data (ωB97M-V with the def2-TZVPD basis set) for a molecular structure, C32H48As2F6FeN5SSbSe in a non-equilibrium geometry.

- charge = +1
- HOMO energy (spin up / spin down) (eV) = -8.126 / -10.119
- strongest force on any atom (eV/Å) = 3.1
- energy above the lowest of the compared OMol25 structures with the same formula, charge and spin (kcal/mol) = 129.4
- 2S+1 = 6
- expectation value of S² = 9.00

```
97
Properties=species:S:1:pos:R:3:forces:R:3
Sb 3.145 -0.427 5.290 -0.73 -0.83 -1.76
Se 1.143 -0.318 -2.114 -0.49 -0.06 0.30
As -3.634 3.042 1.115 -1.95 0.12 1.40
As -3.898 0.694 -1.065 -1.00 -1.95 0.33
Fe -2.263 1.387 0.470 1.76 -1.15 0.52
S -0.186 2.483 0.472 1.06 0.79 -0.98
F 2.963 -1.485 3.591 1.05 0.52 0.89
F 4.572 0.756 4.672 -0.81 -1.27 0.36
F 3.012 0.606 6.873 -0.34 -0.43 -0.70
F 1.769 -1.779 5.785 0.88 1.87 -0.04
F 4.351 -1.676 6.087 -0.23 0.80 -0.63
F 2.030 0.733 4.101 0.55 -0.57 1.66
N -0.080 4.005 -1.828 0.95 0.12 0.52
N -0.515 2.868 -2.557 0.01 0.50 -2.13
N 3.117 -1.440 -0.327 1.27 1.09 2.28
N 0.467 5.055 0.145 0.19 -0.28 0.25
N 2.385 -2.905 -1.835 0.72 -2.68 -0.80
C -3.783 4.761 0.206 0.79 0.42 1.24
C 4.175 -5.371 0.339 -0.79 0.40 -1.57
C 0.122 3.920 -0.509 -1.42 -0.34 1.35
C -1.842 0.012 1.961 -0.17 0.69 0.36
C 3.493 -2.685 0.056 0.57 0.80 1.07
C -2.686 -1.108 2.194 -0.54 1.03 -1.03
C -0.731 0.108 2.831 -0.91 -0.99 -0.44
C 3.478 -4.988 -0.816 0.90 0.39 0.10
C 4.289 -4.494 1.418 0.19 1.17 -0.22
C 5.707 2.026 -0.478 1.04 -1.75 1.50
C -6.752 0.694 -0.458 -0.93 0.77 0.78
C -0.513 -0.867 3.821 1.18 1.46 -0.26
C -3.674 3.297 3.151 0.27 -1.40 -1.51
C 1.330 -2.229 -5.931 1.59 -1.57 0.00
C 1.736 -3.495 -3.028 0.04 0.69 -0.36
C 3.305 -0.221 0.512 -0.47 0.48 0.50
C -6.557 2.825 1.374 -0.71 0.51 -0.34
C -7.830 2.324 1.032 1.66 -1.51 -0.97
C -5.517 1.276 -0.151 -0.24 -1.28 -1.04
C 5.738 0.487 -0.132 -1.28 1.98 1.71
C -1.318 -1.949 3.964 -1.03 -0.70 -1.41
C 3.955 -3.154 1.246 -0.09 0.76 2.39
C -5.420 2.284 0.756 0.26 1.37 1.14
C 2.699 -2.747 -5.368 -0.83 1.04 0.98
C -2.392 -2.121 3.051 1.16 0.15 1.53
C 4.736 0.099 1.015 -0.27 -0.05 -2.41
C -4.365 -1.296 -1.418 -0.54 1.28 0.79
C 3.200 -3.587 -0.964 -2.37 -1.42 -1.45
C -7.924 1.196 0.138 1.36 1.40 0.57
C -4.085 1.412 -2.815 0.13 0.32 -1.09
C 2.648 -3.810 -4.271 -0.34 -0.58 1.33
C 2.360 -1.544 -1.452 0.18 1.12 -1.88
H 3.668 -3.980 -3.862 -0.46 0.01 -0.38
H 0.772 -3.108 -6.257 -0.18 0.21 -0.37
H -8.890 0.803 -0.124 -0.17 -0.15 0.02
H 2.613 -0.318 1.380 0.42 0.19 -0.46
H 5.169 -0.709 1.557 0.06 -0.61 0.68
H 1.234 -4.399 -2.720 0.05 -0.40 0.36
H 3.238 -1.841 -5.031 -0.01 -0.50 0.17
H -3.447 4.299 3.374 0.19 1.29 0.38
H -0.282 2.994 -3.587 -0.44 0.23 1.78
H 0.265 5.959 -0.233 0.14 0.26 -0.45
H 0.900 -2.829 -3.305 0.44 -0.06 0.09
H 0.388 -0.752 4.417 -0.53 -0.14 0.07
H 0.634 5.065 1.153 -0.17 -0.53 -0.65
H 0.026 2.061 -2.286 0.30 -0.12 0.53
H 3.271 -5.678 -1.632 0.14 0.14 0.23
H 0.419 4.774 -2.290 -0.46 -0.65 -0.14
H -4.406 5.462 0.763 0.02 -0.11 0.02
H -4.148 4.687 -0.791 -0.34 -0.43 -0.74
H -5.327 -1.314 -1.987 0.88 -0.08 0.42
H -2.985 -3.006 3.038 -0.49 -0.46 0.36
H 3.002 0.670 -0.086 -0.12 -0.76 0.16
H -6.427 3.733 2.018 -0.38 -1.08 -0.46
H -6.819 -0.124 -1.154 -0.07 -0.11 -0.11
H 6.009 2.611 0.429 -0.52 -0.37 -0.88
H -3.760 2.463 -2.932 -0.06 -0.62 0.26
H -3.684 -1.146 1.747 0.34 -0.10 -0.50
H -3.570 -1.776 -1.980 0.05 0.05 0.00
H 2.282 -4.818 -4.624 0.40 1.13 -0.07
H 4.673 -4.794 2.384 -0.02 -0.20 -0.11
H 0.731 -1.744 -5.177 -0.05 0.53 0.12
H -4.607 2.964 3.601 -0.14 0.16 -0.37
H -1.084 -2.675 4.705 0.07 -0.58 0.44
H -2.762 5.148 0.170 -0.08 0.19 -0.03
H 1.617 -1.590 -6.769 -0.68 0.09 0.12
H -3.458 0.758 -3.432 0.00 0.32 -0.12
H 5.582 -0.112 -0.996 0.12 -0.63 -0.82
H -0.014 0.902 2.752 0.28 0.32 -0.01
H 6.426 2.175 -1.250 0.70 0.39 -0.56
H -4.490 -1.778 -0.414 0.14 0.43 -0.97
H 4.631 0.958 1.646 -0.11 0.30 0.72
H 4.776 2.298 -0.881 -1.45 0.68 -0.24
H -2.885 2.637 3.518 0.02 0.12 -0.10
H 6.690 0.349 0.322 1.05 -0.58 -0.14
H -5.107 1.311 -3.178 -0.06 0.01 0.11
H 3.311 -3.174 -6.126 0.31 -0.17 -1.00
H 3.893 -2.525 2.149 0.29 -0.10 -0.57
H 4.693 -6.289 0.410 -0.11 -1.18 -0.06
H -8.723 2.741 1.422 -0.61 0.37 0.40
```
Positions in Å, forces in eV/Å.

---

Among the records above, which one has the highest strongest force on any atom?
C32H47BBaN9OS

---

Look up the strongest force on any atom of the third one.
3.1 eV/Å